[1]
Here is 2 unconnected molecules or ions with the total composition CH3Br3SSi in a non-equilibrium geometry from the Open Molecules 2025 dataset. Energies are from the ωB97M-V functional and the def2-TZVPD basis.

XYZ file:
```
9
CH3Br3SSi | the Open Molecules 2025 dataset | the ωB97M-V functional and the def2-TZVPD basis
C -0.69 -0.50 0.36
Si 0.88 0.69 0.64
S -1.75 0.18 -0.86
Br 1.36 1.80 -1.28
Br 2.44 -2.77 -0.42
Br 0.59 2.38 2.11
H -0.57 -1.61 0.19
H -1.22 -0.49 1.30
H -1.03 0.32 -2.04
```

Calculated values
Highest occupied orbital energy (eV): -8.522
ΔE to the lowest compared entry with this formula, charge and spin (eV): 4.383
Orbital gap (eV): 4.61

***

[2]
Here is 2 unconnected molecules or ions with the total composition CH3Br3Si in a non-equilibrium geometry from the Open Molecules 2025 dataset. Energies are from the ωB97M-V functional and the def2-TZVPD basis.

XYZ file:
```
8
CH3Br3Si | the Open Molecules 2025 dataset | the ωB97M-V functional and the def2-TZVPD basis
C -0.85 0.46 -0.34
Si 0.45 -0.67 0.49
Br -1.89 1.67 0.52
Br 1.86 0.47 1.72
Br 1.53 -1.60 -1.21
H 0.71 1.18 -1.46
H -1.48 -0.15 -1.14
H -0.34 -1.37 1.42
```

Calculated values
Highest occupied orbital energy (alpha / beta) (eV): -9.551 / -9.159
ΔE to the lowest compared entry with this formula, charge and spin (eV): 4.143
Orbital gap (alpha / beta) (eV): 8.76 / 8.48

***

[3]
Here is 2 unconnected molecules or ions with the total composition CH3BrCl2OSi in a non-equilibrium geometry from the Open Molecules 2025 dataset. Energies are from the ωB97M-V functional and the def2-TZVPD basis.

XYZ file:
```
9
CH3BrCl2OSi | the Open Molecules 2025 dataset | the ωB97M-V functional and the def2-TZVPD basis
C 2.86 -0.53 0.10
O 1.83 -0.96 -0.31
Si -2.09 0.41 -0.12
Cl -2.38 2.36 -0.44
Cl -1.65 -0.62 -1.74
Br -4.09 -0.26 0.76
H 3.83 -0.92 -0.02
H 2.83 0.30 0.73
H -1.15 0.24 1.05
```

Calculated values
SMILES: Cl[SiH](Cl)Br.C=O
Highest occupied orbital energy (eV): -10.465
ΔE to the lowest compared entry with this formula, charge and spin (eV): 2.038
Orbital gap (eV): 11.14

***

[4]
Here is 2 unconnected molecules or ions with the total composition CH3BrClN in a non-equilibrium geometry from the Open Molecules 2025 dataset. Energies are from the ωB97M-V functional and the def2-TZVPD basis.

XYZ file:
```
7
CH3BrClN | the Open Molecules 2025 dataset | the ωB97M-V functional and the def2-TZVPD basis
C -0.17 0.18 1.07
N 0.14 0.30 -0.25
Cl -0.06 1.65 1.98
Br 2.05 -1.50 1.85
H -0.68 -0.69 1.42
H 0.51 1.29 -0.39
H 0.45 -0.46 -0.95
```

Calculated values
Highest occupied orbital energy (eV): -8.422
ΔE to the lowest compared entry with this formula, charge and spin (eV): 1.444
Orbital gap (eV): 7.15

***

[5]
Here is a molecular structure, CH3BrClPS in a non-equilibrium geometry from the Open Molecules 2025 dataset. Energies are from the ωB97M-V functional and the def2-TZVPD basis.

XYZ file:
```
8
CH3BrClPS | the Open Molecules 2025 dataset | the ωB97M-V functional and the def2-TZVPD basis
C 1.17 -0.27 -0.54
P -0.94 0.32 0.17
S -1.97 1.71 -0.69
Cl -1.86 -1.43 0.39
Br -0.35 0.74 2.35
H 0.89 -1.21 -1.00
H 1.45 0.54 -1.10
H 1.62 -0.40 0.41
```

Calculated values
Highest occupied orbital energy (eV): -9.382
ΔE to the lowest compared entry with this formula, charge and spin (eV): 0.761
Orbital gap (eV): 8.76

***

[6]
Here is 2 unconnected molecules or ions with the total composition CH3BrI2Si in a non-equilibrium geometry from the Open Molecules 2025 dataset. Energies are from the ωB97M-V functional and the def2-TZVPD basis.

XYZ file:
```
8
CH3BrI2Si | the Open Molecules 2025 dataset | the ωB97M-V functional and the def2-TZVPD basis
C -0.40 0.32 0.40
Si 1.34 -0.19 -0.23
Br -0.76 -0.62 2.08
I 3.24 0.66 0.93
I 0.88 1.37 -3.49
H -1.12 -0.10 -0.17
H -0.52 1.36 0.43
H 1.41 -1.60 0.05
```

Calculated values
Highest occupied orbital energy (alpha / beta) (eV): -9.011 / -8.922
ΔE to the lowest compared entry with this formula, charge and spin (eV): 3.915
Orbital gap (alpha / beta) (eV): 6.26 / 6.02